Entry 1:
DFT (ωB97M-V with the def2-TZVPD basis set) results for a molecular structure, C30H59Cl40IN2O2P.

The geometry in XYZ format:
```
135
Properties=species:S:1:pos:R:3:forces:R:3:mulliken_charge:R:1
C -1.061 -2.386 -0.788 -0.39 -0.43 -2.33 -0.7099
P -1.795 -0.588 -0.636 0.86 -0.16 1.00 0.2658
C -0.515 0.492 -1.587 0.59 0.37 -1.09 0.0687
C -3.468 -0.698 -1.553 1.08 -1.80 -2.09 -0.8375
C -3.622 -0.099 -3.070 -1.69 0.38 -1.14 1.0349
C -3.859 1.501 -3.320 0.91 1.16 0.10 -0.7729
C -3.189 2.497 -2.207 -0.59 1.42 -0.38 -0.1973
O -1.962 3.119 -2.787 -0.29 -1.18 2.69 -0.2524
C -5.146 -0.732 -3.347 1.36 -0.42 1.48 -0.7967
C -5.737 -0.319 -1.838 -1.33 -0.41 0.20 0.1508
N -7.218 -0.030 -1.723 4.22 -0.63 0.76 -0.2374
N -4.749 -0.280 -0.846 -2.89 0.35 -3.02 0.4792
C -4.967 0.103 0.605 0.29 1.05 0.92 -0.3445
C -6.029 -0.871 1.387 -6.91 0.65 -0.03 -0.1315
O -7.359 -0.718 1.404 8.99 -0.66 -0.39 -0.3978
I -5.251 -2.586 2.572 -0.16 1.40 -1.12 0.1492
H -1.739 -3.188 -0.272 1.50 1.74 -0.74 0.2735
H -1.103 -2.617 -1.958 0.19 0.24 2.42 0.1511
H 0.072 -2.437 -0.488 -2.44 0.21 -0.21 0.1758
H -0.838 0.710 -2.710 0.76 -0.34 2.44 0.1646
H 0.504 -0.107 -1.627 -2.14 1.21 0.15 0.3848
H -0.323 1.520 -1.012 -0.66 -2.65 -1.30 -0.5260
H -3.636 -1.873 -1.687 0.61 2.30 0.22 0.3060
H -2.784 -0.366 -3.877 -1.89 -0.25 2.24 -0.3996
H -4.984 1.822 -3.459 2.12 -0.97 0.45 0.3728
H -3.330 1.758 -4.358 -1.16 -0.48 2.34 0.3670
H -3.923 3.415 -1.997 1.31 -2.10 -0.42 0.2186
H -2.974 2.016 -1.163 -0.29 0.54 -1.95 0.2006
H -1.320 3.202 -2.001 -1.24 0.09 -1.89 0.0268
H -5.007 -1.894 -3.417 -0.55 2.02 0.31 0.3436
H -5.732 -0.361 -4.290 0.93 -0.40 2.29 0.3252
H -7.772 -0.917 -1.723 0.57 1.10 -0.21 0.3365
H -7.446 0.571 -0.901 0.09 -1.01 -0.52 0.1082
H -3.952 0.060 1.207 -1.91 -0.13 -1.63 0.4881
H -5.306 1.247 0.615 0.33 -2.64 0.15 0.2963
C 0.860 5.361 -0.406 0.33 0.48 0.05 -0.2323
Cl 0.593 3.628 -0.632 0.25 0.04 0.10 -0.2097
Cl -0.642 6.269 -0.620 0.07 0.02 0.04 -0.1541
H 1.238 5.533 0.605 -0.23 -0.14 -0.23 0.3443
H 1.593 5.706 -1.138 -0.26 -0.18 0.05 0.1705
C -2.317 7.394 -4.072 -0.13 -0.27 0.29 0.2467
Cl -2.788 9.066 -3.740 -0.04 -0.09 0.07 -0.1585
Cl -1.241 7.303 -5.471 0.04 -0.11 -0.03 -0.1573
H -1.799 6.991 -3.198 -0.04 0.17 -0.28 -0.1657
H -3.214 6.805 -4.274 0.24 0.23 -0.06 0.2440
C 0.777 -3.838 2.789 0.18 0.01 0.27 0.2589
Cl -0.927 -3.758 2.323 -0.20 -0.05 0.19 -0.1201
Cl 1.829 -3.700 1.375 0.12 -0.03 0.03 -0.1927
H 0.996 -3.018 3.477 -0.16 -0.18 -0.38 0.2750
H 0.967 -4.794 3.282 -0.18 0.28 -0.38 -0.2410
C -7.434 -1.122 5.574 -0.27 0.01 -0.31 0.1677
Cl -7.711 -2.361 6.804 -0.03 -0.05 -0.09 -0.1405
Cl -6.322 0.120 6.162 0.06 0.04 -0.13 -0.1513
H -7.004 -1.592 4.686 -0.07 0.11 0.33 -0.2436
H -8.387 -0.654 5.319 0.25 -0.09 0.19 0.3193
C -3.932 -3.026 6.746 -0.40 -0.06 0.18 0.1537
Cl -3.107 -2.651 8.264 -0.13 -0.02 -0.05 -0.1584
Cl -2.814 -2.945 5.378 0.00 -0.07 -0.17 -0.0627
H -4.347 -4.035 6.806 0.23 0.23 0.00 0.2900
H -4.737 -2.304 6.590 0.31 -0.09 0.07 -0.2048
C -10.499 1.356 -0.377 -0.28 0.23 -0.23 -0.1474
Cl -10.503 -0.236 -1.145 -0.10 -0.12 -0.04 -0.1938
Cl -8.993 1.632 0.506 -0.07 0.24 0.11 -0.1690
H -10.605 2.123 -1.147 0.17 -0.38 0.26 0.1782
H -11.337 1.416 0.322 0.35 -0.10 -0.13 0.3020
C -12.556 4.405 0.864 -0.36 0.24 0.24 -0.2746
Cl -12.231 4.082 -0.844 -0.25 0.27 -0.10 -0.1459
Cl -11.278 3.744 1.890 -0.13 0.13 0.14 -0.1309
H -12.613 5.485 1.017 0.14 -0.30 -0.10 0.3096
H -13.508 3.943 1.138 0.31 0.03 -0.12 0.2866
C -0.107 -1.053 -5.838 0.13 0.23 -0.29 0.3039
Cl 0.123 -1.831 -4.268 0.12 0.00 0.03 -0.1361
Cl -1.695 -1.437 -6.513 -0.10 0.08 -0.02 -0.1946
H -0.025 0.030 -5.714 -0.09 -0.25 0.05 0.1865
H 0.666 -1.404 -6.526 -0.58 0.02 0.37 -0.1968
C 1.883 4.818 -5.369 0.13 0.17 -0.32 -0.1789
Cl 0.698 3.716 -4.656 -0.16 -0.01 -0.05 -0.0512
Cl 3.197 5.158 -4.237 -0.02 -0.29 -0.02 -0.1314
H 2.298 4.359 -6.269 -0.07 0.04 0.32 0.2994
H 1.386 5.755 -5.628 0.07 -0.22 0.21 0.0527
C 3.232 -5.232 5.241 0.38 0.08 0.10 0.4188
Cl 2.716 -6.532 4.160 0.41 -0.03 0.17 -0.1657
Cl 1.870 -4.196 5.685 0.04 0.14 0.50 -0.1840
H 3.656 -5.670 6.147 -0.53 0.23 -0.56 -0.3501
H 3.988 -4.627 4.734 -0.27 -0.13 0.04 0.3668
C 4.993 8.776 -3.926 0.17 0.20 -0.20 -0.3265
Cl 5.223 7.997 -2.356 -0.34 -0.31 0.04 -0.1360
Cl 3.405 8.392 -4.601 -0.07 0.38 -0.14 -0.1404
H 5.075 9.859 -3.802 -0.15 -0.36 0.02 0.3623
H 5.766 8.425 -4.614 -0.25 0.00 0.25 0.2034
C 5.748 -8.228 6.970 -0.07 -0.41 0.15 -0.3348
Cl 5.276 -6.556 7.301 0.48 -1.07 0.01 -0.1240
Cl 6.823 -8.319 5.570 -0.05 -0.08 -0.02 -0.1734
H 6.265 -8.631 7.843 -0.05 0.24 -0.20 0.2704
H 4.850 -8.817 6.768 0.22 0.25 -0.05 0.2980
C 10.493 -8.955 6.159 -0.24 0.18 -0.16 0.1094
Cl 11.245 -10.377 5.427 -0.06 0.03 -0.10 -0.1565
Cl 11.083 -8.701 7.806 -0.08 0.10 0.01 -0.1535
H 10.731 -8.076 5.556 0.05 -0.26 0.19 0.2664
H 9.410 -9.100 6.188 0.36 -0.05 0.06 -0.0656
C -1.219 -7.669 1.689 -0.28 0.16 -0.08 -0.2404
Cl -1.224 -9.261 0.921 -0.11 0.06 -0.03 -0.1604
Cl 0.287 -7.393 2.572 -0.33 0.06 -0.11 -0.0759
H -1.325 -6.902 0.918 0.15 -0.23 0.17 0.1799
H -2.057 -7.609 2.387 0.29 -0.10 -0.11 0.2849
C 5.381 -5.669 11.332 -0.21 0.31 0.01 0.4912
Cl 5.376 -7.261 10.563 -0.11 -0.12 0.17 -0.1553
Cl 6.887 -5.393 12.215 -0.09 0.10 -0.01 -0.1619
H 5.275 -4.902 10.561 0.17 -0.39 0.24 -0.4908
H 4.543 -5.609 12.030 0.27 -0.14 -0.13 0.3086
C 8.932 8.980 -3.135 0.39 0.13 0.20 0.1199
Cl 8.416 7.680 -4.216 0.15 -0.09 -0.08 -0.1542
Cl 7.570 10.015 -2.691 0.60 0.45 0.08 -0.1390
H 9.356 8.542 -2.229 -0.26 0.05 -0.22 0.2916
H 9.688 9.585 -3.642 -0.32 -0.16 0.05 -0.0837
C 9.958 11.942 -6.040 -0.18 0.11 -0.36 -0.2666
Cl 11.223 10.909 -5.363 0.09 -0.05 -0.12 -0.1629
Cl 9.156 12.877 -4.773 -0.04 0.00 -0.10 -0.1321
H 10.408 12.630 -6.760 -0.03 -0.17 0.30 0.3108
H 9.218 11.314 -6.542 0.19 0.11 0.24 0.2553
C 2.593 -0.529 -8.787 0.18 0.29 -0.43 -0.2399
Cl 2.823 -1.308 -7.217 0.57 0.08 0.00 -0.1712
Cl 1.005 -0.913 -9.462 0.05 0.06 0.00 -0.1357
H 2.675 0.553 -8.663 -0.09 -0.32 0.07 0.2825
H 3.366 -0.881 -9.475 -0.24 -0.03 0.23 0.3002
C 4.173 -4.599 -7.950 -0.23 0.16 0.13 0.1564
Cl 4.498 -4.921 -9.658 -0.11 0.08 -0.03 -0.1569
Cl 5.452 -5.259 -6.924 -0.08 0.05 0.09 -0.1563
H 4.117 -3.518 -7.797 0.15 -0.39 -0.09 -0.1071
H 3.222 -5.061 -7.675 0.30 0.02 -0.11 0.2663
C 4.193 -2.554 8.847 -0.35 0.40 -0.15 -0.3147
Cl 4.945 -3.976 8.114 -0.09 0.80 0.13 -0.0825
Cl 4.783 -2.300 10.494 -0.07 0.15 -0.04 -0.1467
H 4.431 -1.675 8.244 0.06 -0.27 0.19 0.3355
H 3.110 -2.699 8.875 0.31 -0.08 0.04 0.2356
```
Positions in Å, forces in eV/Å.

Its net charge is +1. The HOMO-LUMO gap comes out at 7.33 eV.


Entry 2:
DFT (ωB97M-V with the def2-TZVPD basis set) results for 3 unconnected molecules or ions with the total composition CH10N3O2.

The geometry in XYZ format:
```
16
Properties=species:S:1:pos:R:3:forces:R:3:nbo_charge:R:1
N -0.203 0.698 -0.362 -0.43 -0.87 0.65 -0.7598
C -0.434 1.992 -0.433 0.45 0.06 0.52 0.6745
N -0.476 2.686 0.712 -0.27 0.20 -0.71 -0.7584
N -0.519 2.643 -1.592 -0.19 -0.33 -0.52 -0.7581
H -0.311 0.139 0.496 0.38 0.66 -0.36 0.4538
H -0.180 0.019 -1.104 -0.09 0.51 -0.68 0.4353
H -0.370 3.683 0.662 -0.10 0.09 0.25 0.4209
H -0.297 2.223 1.578 0.10 -0.04 0.30 0.4221
H -0.615 2.097 -2.432 0.08 -0.02 -0.05 0.4218
H -0.887 3.577 -1.666 0.10 0.07 0.29 0.4269
H 0.546 -2.470 0.473 -0.48 0.16 -0.39 0.5217
H -0.008 -1.759 1.661 -0.28 0.06 -0.15 0.4780
O -0.019 -1.697 0.694 0.57 -0.61 0.79 -0.9940
H 1.733 -4.412 1.007 0.32 0.14 0.23 0.4797
H 0.895 -5.161 0.038 -0.30 0.13 -0.31 0.4956
O 1.144 -4.258 0.266 0.13 -0.20 0.16 -0.9601
```
Positions in Å, forces in eV/Å.

The energy above the lowest of the compared OMol25 structures with the same formula, charge and spin is 61.5 kJ/mol. Its net charge is +1. The HOMO-LUMO gap comes out at 11.94 eV.


Entry 3:
DFT (ωB97M-V with the def2-TZVPD basis set) results for a molecular structure, C22H36CoO2P2.

The geometry in XYZ format:
```
63
Properties=species:S:1:pos:R:3:forces:R:3:nbo_charge:R:1
P -0.229 -1.816 -2.697 -1.02 0.96 -0.46 1.5671
P -0.055 1.805 -3.148 -0.97 -0.08 0.46 0.8932
C -0.537 -0.776 -4.170 0.19 0.05 -0.49 -0.7379
C 0.294 0.505 -4.389 -0.05 0.56 -0.51 -0.7262
H -1.620 -0.563 -4.186 0.34 0.00 0.05 0.2451
H -0.328 -1.442 -5.024 -0.23 0.06 0.16 0.2390
H 1.384 0.312 -4.382 -0.51 -0.02 -0.05 0.2368
H 0.016 0.952 -5.356 0.33 -0.52 -0.12 0.2288
C -1.571 2.652 -3.704 0.33 0.45 -1.06 -0.9606
H -1.931 3.313 -2.903 0.11 -0.27 -0.20 0.2543
H -2.348 1.913 -3.954 0.20 0.28 0.13 0.2326
H -1.331 3.257 -4.590 -0.46 0.02 0.02 0.2154
C 1.280 3.013 -3.274 0.08 0.32 -0.63 -0.9482
H 1.023 3.723 -4.068 0.41 0.10 0.05 0.2227
H 2.220 2.499 -3.513 -0.15 0.24 0.10 0.2401
H 1.377 3.545 -2.319 0.00 -0.17 -0.28 0.2559
C -1.347 -3.212 -2.986 -0.01 -0.36 -0.41 -0.9759
H -1.341 -3.887 -2.120 -0.04 0.20 -0.22 0.2579
H -1.008 -3.769 -3.875 -0.21 0.11 0.30 0.2441
H -2.368 -2.845 -3.169 0.32 -0.11 0.17 0.2574
C 1.439 -2.469 -2.945 0.18 -0.13 0.14 -0.9688
H 2.168 -1.652 -3.034 -0.28 -0.23 0.22 0.2679
H 1.455 -3.056 -3.877 -0.15 0.16 0.21 0.2422
H 1.718 -3.122 -2.105 -0.05 0.28 -0.28 0.2672
Co 0.748 -2.176 1.683 -0.29 1.49 -0.16 1.3081
C 0.479 2.561 0.083 0.52 0.15 0.98 -0.1839
C -0.838 2.305 0.132 -0.48 0.69 -0.30 -0.1825
C -1.670 1.275 -0.586 -1.26 -0.45 0.56 -0.4584
C -1.533 -0.215 -0.312 -0.73 -0.83 -0.68 -0.3974
C -0.463 -1.145 -0.990 0.41 -0.91 1.47 -0.5245
C 0.903 -0.785 -0.553 0.52 -2.87 2.14 -0.6473
C 1.415 0.523 -0.911 0.63 0.48 -0.25 -0.5118
C 1.573 1.534 0.236 0.39 0.11 -1.37 -0.4552
C 0.142 -3.829 2.750 0.13 0.41 -0.71 -1.2563
H 0.850 3.592 0.018 -0.45 0.03 1.35 0.1870
H -1.475 2.985 0.722 0.28 0.57 -1.19 0.2100
H -1.688 1.470 -1.682 0.25 -0.13 1.08 0.2135
H -2.713 1.517 -0.290 0.47 -0.28 0.04 0.2174
H -1.408 -0.303 0.785 0.37 -0.28 -0.58 0.2752
H -2.498 -0.688 -0.526 -0.23 0.16 -0.09 0.1851
H -0.764 -2.142 -0.565 0.33 0.46 -0.08 0.2247
H 1.647 -1.594 -0.405 -0.26 0.07 -0.84 0.1616
H 0.643 0.967 -1.638 1.64 -0.88 1.40 0.2009
H 2.382 0.433 -1.445 -0.14 0.14 -0.06 0.1686
H 1.553 1.012 1.216 -0.28 0.51 -0.60 0.2574
H 2.553 2.030 0.138 -0.26 -0.02 0.13 0.1877
H 0.928 -4.061 3.492 -0.41 -0.06 -0.32 0.2122
H -0.039 -4.686 2.072 0.00 0.19 0.61 0.2002
H -0.791 -3.519 3.261 0.47 -0.35 -0.21 0.2160
O -1.167 0.706 2.762 0.60 -0.54 0.21 -0.6639
C -0.186 0.182 3.292 0.10 0.11 -0.32 0.7860
O 0.739 -0.531 2.703 -0.55 0.15 0.43 -0.9058
C 0.037 0.322 4.777 0.36 0.55 0.59 -0.1556
C 1.271 -0.012 5.363 -0.51 -0.46 -0.06 -0.1696
C 1.378 -0.100 6.751 0.05 0.22 0.03 -0.2313
C 0.299 0.247 7.570 -0.22 0.14 -0.39 -0.2087
C -0.873 0.752 6.982 0.35 -0.23 0.08 -0.2280
C -0.994 0.804 5.593 0.12 -0.21 0.09 -0.1704
H 2.110 -0.275 4.713 -0.37 0.00 0.27 0.2282
H 2.316 -0.440 7.197 -0.27 0.13 -0.10 0.2090
H 0.367 0.136 8.654 0.01 0.09 -0.33 0.2096
H -1.701 1.066 7.615 0.19 -0.02 -0.16 0.2092
H -1.895 1.203 5.127 0.19 -0.27 0.06 0.2329
```
Positions in Å, forces in eV/Å.

As for the spin multiplicity: 4. The energy above the lowest of the compared OMol25 structures with the same formula, charge and spin is 0.0 kJ/mol. Its expectation value of S² is 3.7631. The HOMO-LUMO gap (alpha / beta) comes out at 5.78 / 5.64 eV.